[1]
Here is a 11-piece molecular cluster, C20H62N12O12 overall from OMol25. Energies are from ωB97M-V/def2-TZVPD.

The structure (SMILES) is NC(N)=O.NC(N)=O.NC(N)=O.NC(N)=O.NC(N)=O.NC(N)=O.CC(C)O.CC(C)O.CC(C)O.CC(C)O.OCCO. As for the gap between HOMO and LUMO: 9.7 eV. Its total charge is 0. The value obtained for the lowest unoccupied orbital energy is 0.30 eV.

Element x y z (Å)
1 C 2.2583 -1.9570 3.7743
2 O 2.8461 -0.9525 4.2060
3 N 2.3564 -3.1655 4.4137
4 N 1.5045 -1.8075 2.6346
5 H 3.2499 -3.3640 4.8495
6 H 1.7531 -3.9236 4.2059
7 H 1.0149 -2.5176 2.1409
8 H 1.7987 -0.9930 2.0698
9 C 0.9666 2.3909 4.3081
10 O 1.0115 2.3789 3.0848
11 N 1.3882 1.3943 5.1075
12 N 0.5314 3.5706 5.0008
13 H 1.9352 1.5519 5.9391
14 H 1.7118 0.5578 4.5773
15 H 0.4769 3.4324 6.0103
16 H -0.1553 4.1700 4.5521
17 C -1.0588 -3.4043 -3.4555
18 O -1.4596 -3.4574 -4.5955
19 N 0.2804 -3.3166 -3.1368
20 N -1.8614 -3.4533 -2.3659
21 H 0.7994 -2.9246 -3.9169
22 H 0.5996 -3.2529 -2.1647
23 H -2.8432 -3.6269 -2.5183
24 H -1.4704 -3.4517 -1.4199
25 C -1.3650 4.6727 -2.8583
26 O -1.1460 5.8081 -2.4657
27 N -1.3412 4.2689 -4.1684
28 N -1.5619 3.5445 -2.0401
29 H -1.1085 3.2783 -4.3905
30 H -0.6469 4.8960 -4.5556
31 H -1.5059 3.6902 -1.0366
32 H -1.4767 2.6046 -2.3847
33 C 5.1211 -0.4973 1.2857
34 O 5.2743 -0.6124 0.0728
35 N 5.5566 -1.3022 2.3164
36 N 4.4684 0.6738 1.8301
37 H 5.6766 -0.8706 3.1936
38 H 5.9792 -2.1797 1.9683
39 H 4.0909 1.2903 1.1266
40 H 3.7338 0.4765 2.5011
41 C 0.2067 0.9001 -3.7723
42 O -0.9531 1.2358 -3.8368
43 N 0.7444 -0.2114 -4.3585
44 N 1.0752 1.6872 -3.1045
45 H 0.0663 -0.7418 -4.8329
46 H 1.7232 -0.4184 -4.4127
47 H 0.7837 2.5976 -2.7506
48 H 2.0957 1.5604 -3.1212
49 C -3.1645 -1.8579 2.4213
50 C -3.2022 -2.9641 1.2617
51 C -4.6526 -3.1782 0.8672
52 O -2.3630 -2.4827 0.2269
53 H -3.7098 -2.2479 3.2750
54 H -3.5607 -1.0002 1.9085
55 H -2.1286 -1.5695 2.6637
56 H -2.8474 -3.9240 1.6337
57 H -4.6900 -3.8868 0.0633
58 H -5.1164 -2.2886 0.4469
59 H -5.2228 -3.5345 1.7101
60 H -2.8838 -1.8721 -0.3100
61 C -2.1243 3.5765 2.4157
62 C -1.5315 4.5515 1.3291
63 C -1.2762 6.0146 1.8626
64 O -0.4328 3.9430 0.6853
65 H -3.0153 4.0978 2.8787
66 H -1.3990 3.2978 3.1771
67 H -2.4561 2.6465 1.9453
68 H -2.2725 4.7477 0.5576
69 H -0.4292 6.1658 2.4769
70 H -2.1780 6.3733 2.4464
71 H -1.1509 6.6801 0.9774
72 H 0.2598 3.7984 1.3659
73 C 3.8414 -2.5927 -2.2975
74 C 4.5609 -3.7399 -1.5399
75 C 6.0986 -3.6313 -1.5840
76 O 4.0024 -3.7519 -0.2454
77 H 2.7745 -2.5278 -1.9204
78 H 3.7067 -2.7560 -3.3689
79 H 4.4147 -1.6734 -2.0993
80 H 4.2352 -4.6756 -2.0675
81 H 6.3615 -3.3345 -2.5711
82 H 6.5390 -4.6405 -1.4154
83 H 6.3451 -2.8826 -0.8304
84 H 4.3859 -4.4899 0.2651
85 C -4.3099 1.1968 -0.4913
86 C -4.8976 0.4608 -1.6795
87 C -4.1224 0.8694 -3.0241
88 O -4.7143 -0.9790 -1.4990
89 H -3.3701 0.7049 -0.2205
90 H -4.9912 1.1887 0.3856
91 H -4.0406 2.2157 -0.6888
92 H -5.9248 0.7622 -1.6531
93 H -4.6033 0.3031 -3.8073
94 H -3.0276 0.7139 -3.0498
95 H -4.2583 1.9465 -3.1843
96 H -4.9165 -1.3447 -2.3934
97 C 0.5237 -0.7789 -0.8298
98 C 0.2595 0.4201 0.1226
99 O 1.4119 0.5417 0.9608
100 O 0.3996 -2.0422 -0.2362
101 H 1.6050 -0.7564 -1.0100
102 H 0.0277 -0.6246 -1.8142
103 H -0.6917 0.1787 0.6163
104 H 0.1367 1.3430 -0.4471
105 H 1.1485 1.1731 1.6376
106 H -0.4876 -2.1124 0.1873

[2]
Here is a 11-piece molecular cluster, C20H62O14 overall from OMol25. Energies are from ωB97M-V/def2-TZVPD.

The structure (SMILES) is OCCO.OCCO.OCCO.CCO.CCO.CCO.CCO.CCO.CCO.CO.CO. As for the gap between HOMO and LUMO: 9.3 eV. Its total charge is 0. The value obtained for the lowest unoccupied orbital energy is 0.14 eV. The value obtained for the energy above the lowest of the compared OMol25 structures with the same formula, charge and spin is 0.640 eV.

Element x y z (Å)
1 C -4.9674 0.0935 0.7134
2 O -3.7424 -0.7081 0.5198
3 H -4.8586 0.7324 1.5898
4 H -4.9524 0.8839 -0.0371
5 H -5.9240 -0.4290 0.7167
6 H -3.0339 -0.1149 0.2595
7 C 1.0985 3.5714 2.8906
8 O 0.6024 2.2265 2.8758
9 H 2.1646 3.3548 2.8224
10 H 0.8708 4.2873 2.1009
11 H 0.9518 3.9369 3.9070
12 H 0.3297 1.9330 3.7482
13 C 0.5782 3.5267 -2.3572
14 C -0.2940 4.4262 -1.5176
15 O -0.8720 3.7409 -0.4205
16 O 1.7656 3.0575 -1.8017
17 H 0.8547 4.0915 -3.2475
18 H 0.0425 2.6005 -2.5652
19 H -1.0433 4.9508 -2.1104
20 H 0.3264 5.1631 -1.0076
21 H -1.2937 4.3226 0.2162
22 H 1.4329 2.6192 -1.0151
23 C 2.1127 -3.5721 -0.3460
24 C 2.4619 -5.0459 -0.6467
25 O 2.1550 -5.8252 0.5307
26 O 0.7382 -3.3859 -0.0732
27 H 2.4205 -2.8929 -1.1411
28 H 2.6909 -3.1523 0.4772
29 H 3.5101 -5.2327 -0.8802
30 H 1.7963 -5.4447 -1.4123
31 H 1.2342 -5.7550 0.7930
32 H 0.2812 -3.4136 -0.9170
33 C 0.5293 0.1255 0.3079
34 C -0.8218 -0.0055 -0.4729
35 O -1.7245 0.9313 0.0286
36 O 1.0379 1.4164 0.3688
37 H 1.1682 -0.6253 -0.1572
38 H 0.3584 -0.3086 1.2930
39 H -1.1823 -1.0052 -0.2306
40 H -0.7653 0.0205 -1.5611
41 H -1.2016 1.7320 0.1128
42 H 1.0843 1.6120 1.3075
43 C 2.9709 0.0767 3.6317
44 C 4.0911 -0.9738 3.6257
45 O 5.2898 -0.5052 3.0684
46 H 2.4186 0.0869 2.6920
47 H 3.3454 1.0596 3.9175
48 H 2.3216 -0.2826 4.4301
49 H 3.8031 -1.8090 2.9872
50 H 4.3296 -1.4572 4.5730
51 H 5.9068 -0.3224 3.7808
52 C -3.5826 4.2830 2.5729
53 C -2.1434 4.6954 2.3485
54 O -2.1431 5.5114 1.1721
55 H -4.2308 5.1513 2.4546
56 H -3.7043 4.0389 3.6282
57 H -3.9487 3.4597 1.9594
58 H -1.5903 3.7602 2.2610
59 H -1.7327 5.2207 3.2108
60 H -2.7389 6.2415 1.3551
61 C 4.2783 -0.0139 -0.4313
62 C 5.8068 -0.2189 -0.3260
63 O 6.0162 -1.3023 0.5441
64 H 3.7754 -0.0957 0.5323
65 H 3.8542 -0.8167 -1.0344
66 H 4.0292 0.9433 -0.8892
67 H 6.2627 0.6602 0.1296
68 H 6.3329 -0.3208 -1.2751
69 H 5.6282 -1.1236 1.4038
70 C 2.8987 -0.2779 -4.6723
71 C 1.8139 -0.0025 -3.5980
72 O 0.6290 -0.6794 -3.9770
73 H 2.5900 0.1653 -5.6191
74 H 3.1452 -1.3262 -4.8406
75 H 3.7965 0.3211 -4.5195
76 H 1.7084 1.0823 -3.6134
77 H 2.1330 -0.2868 -2.5953
78 H 0.4197 -0.4062 -4.8732
79 C -5.3830 -3.6905 0.4202
80 C -4.5355 -3.7423 1.7082
81 O -3.3148 -3.1008 1.4104
82 H -5.6526 -2.6775 0.1216
83 H -6.3454 -4.1952 0.5048
84 H -4.9072 -4.1736 -0.4331
85 H -4.3441 -4.7700 2.0170
86 H -4.9986 -3.1498 2.4972
87 H -3.4997 -2.2327 1.0446
88 C -3.8363 -1.8699 -2.5759
89 C -2.7426 -2.3504 -3.5347
90 O -2.6837 -3.7749 -3.4461
91 H -3.8151 -2.4133 -1.6312
92 H -4.8119 -2.0166 -3.0393
93 H -3.7589 -0.8077 -2.3438
94 H -1.7731 -1.9334 -3.2623
95 H -2.8883 -2.0831 -4.5813
96 H -2.4100 -3.9942 -2.5525

[3]
Here is a 11-piece molecular cluster, C20H62O20 overall from OMol25. Energies are from ωB97M-V/def2-TZVPD.

The structure (SMILES) is OCCO.OCCO.OCCO.OCCO.OCCO.OCCO.OCCO.OCCO.OCCO.CO.CO. As for the gap between HOMO and LUMO: 9.0 eV. Its total charge is 0. The value obtained for the lowest unoccupied orbital energy is -0.07 eV. The value obtained for the energy above the lowest of the compared OMol25 structures with the same formula, charge and spin is 2.079 eV.

Element x y z (Å)
1 C -2.5554 -4.2689 -0.5264
2 C -3.7780 -3.7994 -1.2825
3 O -4.8941 -3.4536 -0.4676
4 O -1.8818 -3.2376 0.1527
5 H -1.9187 -4.7119 -1.3075
6 H -2.8047 -5.1141 0.1143
7 H -3.9961 -4.5325 -2.0637
8 H -3.5384 -2.8965 -1.8517
9 H -4.9462 -2.4993 -0.4165
10 H -1.7544 -2.4906 -0.4471
11 C 4.2923 -3.3279 2.0527
12 C 2.9101 -2.7660 2.3455
13 O 2.5245 -3.1817 3.6236
14 O 4.2608 -4.7527 2.2399
15 H 5.0265 -2.9563 2.7729
16 H 4.5781 -3.0467 1.0404
17 H 2.2480 -3.0582 1.5151
18 H 2.8461 -1.6852 2.1588
19 H 1.7407 -2.6827 3.9117
20 H 3.6011 -4.8375 2.9456
21 C -3.3835 2.5915 1.0236
22 C -3.5555 1.5147 -0.0366
23 O -2.4333 0.6810 -0.2227
24 O -4.5972 3.3547 1.0598
25 H -2.5758 3.2855 0.7753
26 H -3.0926 2.2010 2.0027
27 H -3.7341 2.0510 -0.9816
28 H -4.4556 0.9074 0.0682
29 H -1.7803 1.1441 -0.7970
30 H -5.0401 3.1290 1.8825
31 C 2.8312 -0.2521 -2.8839
32 C 3.8353 -0.8729 -1.9149
33 O 3.3572 -2.0930 -1.3732
34 O 1.8302 0.5439 -2.2580
35 H 2.3996 -0.9976 -3.5496
36 H 3.4372 0.4154 -3.5136
37 H 4.0533 -0.1931 -1.0948
38 H 4.7837 -1.0270 -2.4460
39 H 3.1722 -2.7101 -2.0857
40 H 2.3189 1.1486 -1.6724
41 C 0.8892 4.8330 0.4540
42 C 1.9956 4.7985 1.4774
43 O 2.0440 3.6307 2.2908
44 O 0.9200 3.6556 -0.3841
45 H 0.9963 5.7444 -0.1484
46 H -0.1360 4.8743 0.8551
47 H 1.9516 5.6708 2.1343
48 H 2.9403 4.8059 0.9306
49 H 1.1629 3.5330 2.6737
50 H 0.4418 3.9982 -1.1656
51 C -2.6179 -2.2738 2.8966
52 C -3.2896 -1.3576 1.9102
53 O -4.7037 -1.4388 1.9405
54 O -3.0313 -1.9574 4.2154
55 H -1.5265 -2.2557 2.7678
56 H -2.7864 -3.3272 2.6361
57 H -3.0091 -1.6520 0.8984
58 H -2.9998 -0.3157 2.0809
59 H -5.0550 -1.0269 2.7340
60 H -2.8638 -2.7109 4.7857
61 C -1.3021 -1.4426 -3.4299
62 C -1.2628 -2.8518 -3.9890
63 O -2.5290 -3.4801 -4.0436
64 O -1.4529 -1.4132 -2.0133
65 H -2.0611 -0.8443 -3.9497
66 H -0.3482 -0.9204 -3.5911
67 H -0.6401 -3.4798 -3.3430
68 H -0.8082 -2.7310 -4.9763
69 H -2.5389 -4.1613 -4.7192
70 H -1.5284 -0.4996 -1.7157
71 C -1.2679 2.2824 -3.2065
72 C -1.6162 3.7536 -3.1428
73 O -0.6027 4.6218 -2.6321
74 O -0.7938 1.7920 -1.9442
75 H -0.4721 2.1651 -3.9494
76 H -2.1179 1.6415 -3.4483
77 H -2.4724 3.8586 -2.4575
78 H -2.0798 4.0321 -4.0974
79 H -1.1057 5.3855 -2.3317
80 H 0.0746 1.4033 -2.0635
81 C 4.9405 1.5243 0.7550
82 C 4.9478 2.4030 -0.4993
83 O 3.6829 2.5661 -1.1181
84 O 4.6709 2.3871 1.8881
85 H 5.9850 1.1951 0.8191
86 H 4.3143 0.6373 0.8361
87 H 5.6063 1.9830 -1.2677
88 H 5.4662 3.3188 -0.2005
89 H 3.0519 3.0116 -0.5368
90 H 3.7059 2.3186 1.9442
91 C 0.0501 -0.3325 4.4391
92 O 0.3864 -1.3856 3.5418
93 H 0.4942 -0.5676 5.4031
94 H 0.3318 0.6388 4.0179
95 H -1.0360 -0.2291 4.5664
96 H -0.0243 -1.1329 2.6997
97 C 0.2701 -0.0464 0.4132
98 O -0.8240 -0.0891 1.3494
99 H 0.2928 -0.8319 -0.3471
100 H 0.4070 0.9773 0.0661
101 H 1.1375 -0.3997 0.9865
102 H -1.5852 0.1904 0.8118